Version i
Here is the molecule C6H15NO2 from the OMol25 dataset. Energies are from ωB97M-V/def2-TZVPD.

Calculated values
- E_HOMO (eV) = -9.44
- molecular weight (g mol⁻¹) = 133.2
- SMILES = C[C@H](ON)C(C)(C)CO
- frontier orbital gap (eV) = 10.2

CARTESIAN COORDINATES (ANGSTROEM)
C1 -0.3573 -0.2908 -0.3798
C2 0.3402 0.8853 0.3405
C3 0.0378 -0.1992 -1.9317
C4 0.0513 -1.6977 0.0999
C5 -1.8861 -0.1517 -0.2638
C6 1.8638 0.9313 0.3014
N1 0.0638 -0.0371 2.6112
O1 -0.1551 1.0997 1.7458
O2 0.1725 1.1003 -2.4815
H1 -0.6927 1.5353 -2.4489
H2 -0.0095 1.8173 -0.1180
H3 0.6874 0.3389 3.3256
H4 -0.8487 -0.1276 3.0645
H5 -0.6955 -0.7177 -2.5619
H6 0.9830 -0.7183 -2.1185
H7 1.1376 -1.8253 0.1097
H8 -0.3401 -2.4701 -0.5722
H9 -0.3307 -1.9376 1.0952
H10 -2.3967 -0.9188 -0.8567
H11 -2.2161 -0.2818 0.7719
H12 -2.2269 0.8282 -0.6115
H13 2.2633 1.6435 1.0300
H14 2.2445 1.2339 -0.6801
H15 2.3102 -0.0402 0.5289



Version ii
Here is a 2-piece molecular cluster, C6H15NO2 overall from the OMol25 dataset. Energies are from ωB97M-V/def2-TZVPD.

Calculated values
- E_HOMO (eV) = -9.60
- molecular weight (g mol⁻¹) = 133.2
- SMILES = CCC(N)=O.CC(C)O
- frontier orbital gap (eV) = 10.3

CARTESIAN COORDINATES (ANGSTROEM)
C1 -1.6154 -1.5468 0.4336
C2 -2.1121 -2.1411 -0.9020
C3 -1.8075 -0.1112 0.6839
O1 -2.2548 0.5635 -0.2242
N1 -1.7554 0.5109 1.9659
H1 -2.1989 -2.0936 1.2439
H2 -0.5240 -1.9297 0.4525
H3 -1.3582 -1.7282 -1.7149
H4 -3.0175 -1.7175 -1.1358
H5 -1.7556 1.5454 1.9093
H6 -1.2106 0.1899 2.7127
H7 -2.2218 -3.1482 -1.0592
C4 1.3975 0.8651 -0.3179
C5 1.7332 2.3818 -0.4139
C6 2.3610 -0.0499 -0.9665
O2 1.1622 0.5089 1.0080
H8 0.3304 0.6715 -0.7600
H9 0.9384 2.9731 -0.9201
H10 3.3002 0.0597 -0.3666
H11 2.0872 -1.0566 -0.7806
H12 2.6037 0.0834 -2.0208
H13 1.5844 -0.2452 1.4249
H14 2.6215 2.6012 -0.8810
H15 1.7120 2.8137 0.6287



Version iii
Here is a 2-piece molecular cluster, C6H15NO2 overall from the OMol25 dataset. Energies are from ωB97M-V/def2-TZVPD.

Calculated values
- E_HOMO (eV) = -10.21
- molecular weight (g mol⁻¹) = 133.2
- SMILES = C[C@H](O)C(N)=O.CCC
- frontier orbital gap (eV) = 10.9

CARTESIAN COORDINATES (ANGSTROEM)
C1 1.3847 -0.3420 -1.2580
C2 2.4928 -0.9107 -2.1585
C3 0.8969 -1.4513 -0.3243
N1 0.0916 -2.3757 -0.8796
O1 1.8528 0.7269 -0.4843
O2 1.2571 -1.4864 0.8334
H1 2.0616 0.3604 0.3925
H2 0.5566 0.0291 -1.8753
H3 -0.2244 -2.3054 -1.8296
H4 -0.2455 -3.1348 -0.3102
H5 2.1061 -1.6984 -2.7996
H6 3.2949 -1.3124 -1.5432
H7 2.8961 -0.1117 -2.7745
C4 -1.4143 1.0540 0.8445
C5 -1.0531 0.5803 2.2469
C6 -2.4918 2.1311 0.8715
H8 -0.5207 1.4472 0.3565
H9 -1.7685 0.2025 0.2565
H10 -0.2838 -0.1868 2.2044
H11 -1.9269 0.1673 2.7480
H12 -0.6781 1.4106 2.8416
H13 -2.7391 2.4561 -0.1369
H14 -3.3973 1.7545 1.3433
H15 -2.1479 2.9955 1.4349



The computed energies, referenced to the most stable structure and given in kJ/mol, are version i 253.2; version ii 168.8; version iii 0.0.



Version i
Here is a 2-piece molecular cluster, C6H15NO2 overall from the OMol25 dataset. Energies are from ωB97M-V/def2-TZVPD.

Calculated values
- E_HOMO (eV) = -7.71
- molecular weight (g mol⁻¹) = 133.2
- SMILES = C=C(CCCO)NC.O
- frontier orbital gap (eV) = 8.4

CARTESIAN COORDINATES (ANGSTROEM)
C1 0.8328 -1.8884 1.2014
O1 -0.5474 -1.8873 0.8744
C2 1.4898 -0.5806 0.8383
C3 1.3309 -0.1833 -0.7287
C4 0.1034 0.1817 -1.4263
C5 -0.3647 -0.3883 -2.5569
C6 -0.1279 1.9990 0.3923
N1 -0.6929 1.1771 -0.7231
H1 0.9345 -2.1402 2.2991
H2 1.2076 -2.6541 0.5108
H3 -0.7285 -1.3605 0.0699
H4 1.0424 0.2334 1.4669
H5 2.6664 -0.4001 1.0054
H6 2.0387 -1.0422 -1.0923
H7 1.9577 0.7691 -0.8382
H8 -1.3303 -0.1487 -2.8832
H9 -0.0314 -1.1185 -3.2045
H10 -0.3046 1.5670 1.3484
H11 0.9647 2.1860 0.3002
H12 -0.7102 2.9609 0.4575
H13 -1.6058 1.3925 -1.0459
H14 -2.7721 -0.2480 1.6118
H15 -2.6561 1.2145 1.2596
O2 -2.6970 0.3591 0.8631



Version ii
Here is a 2-piece molecular cluster, C6H15NO2 overall from the OMol25 dataset. Energies are from ωB97M-V/def2-TZVPD.

Calculated values
- E_HOMO (eV) = -7.88
- molecular weight (g mol⁻¹) = 133.2
- frontier orbital gap (eV) = 8.7

CARTESIAN COORDINATES (ANGSTROEM)
C1 -1.2148 0.6021 -0.0495
C2 -1.0216 1.8179 0.8675
C3 -1.5958 0.9694 -1.4758
H1 -2.0283 0.0104 0.3779
H2 0.3767 0.5285 -0.1742
H3 -0.7702 1.5211 1.8900
H4 -0.8284 1.5939 -1.9408
H5 -0.2186 2.4685 0.5057
H6 -1.9328 2.4259 0.9178
H7 -2.5461 1.5145 -1.5161
H8 -1.7088 0.0703 -2.0858
C4 2.5230 -0.5178 0.2563
C5 -0.1183 -1.5782 1.3729
N1 1.2556 -0.2324 -0.4157
C6 -0.0945 -1.1644 -0.0721
O1 1.4336 -0.2978 -1.8150
O2 -0.4049 -1.8810 -1.0091
H9 0.7909 -1.0051 -2.0663
H10 2.3947 -0.3788 1.3281
H11 2.8339 -1.5429 0.0448
H12 3.2790 0.1754 -0.1103
H13 0.5848 -2.4009 1.5245
H14 0.1289 -0.7561 2.0415
H15 -1.1179 -1.9423 1.6035



Version iii
Here is a 2-piece molecular cluster, C6H15NO2 overall from the OMol25 dataset. Energies are from ωB97M-V/def2-TZVPD.

Calculated values
- E_HOMO (eV) = -8.40
- molecular weight (g mol⁻¹) = 133.2
- SMILES = C=CCC[C@H](N)CO.O
- frontier orbital gap (eV) = 9.2

CARTESIAN COORDINATES (ANGSTROEM)
C1 1.1308 0.3099 -2.0851
O1 0.1564 1.0622 -2.7577
C2 0.4236 -0.0592 -0.7065
C3 1.4646 -0.4788 0.4985
C4 0.7285 -0.9735 1.7188
C5 -1.3306 0.1273 2.5458
C6 0.0015 0.2185 2.3631
N1 -0.3587 -1.2517 -1.0503
H1 2.0473 0.9599 -1.8960
H2 1.4289 -0.5805 -2.6725
H3 -0.1578 2.0489 -2.5803
H4 -0.2933 0.7767 -0.1845
H5 2.1351 0.3078 0.6395
H6 2.0214 -1.3693 0.3041
H7 1.3839 -1.1643 2.5956
H8 0.0571 -1.7508 1.5188
H9 -1.9381 1.0508 2.6767
H10 -1.8348 -0.7096 2.0711
H11 0.7598 0.9764 2.6889
H12 -1.1052 -1.2462 -1.8003
H13 0.0626 -2.1392 -0.8897
H14 -2.2977 1.0117 -1.7176
H15 -2.4417 1.2128 -0.2925
O2 -2.0438 1.6602 -0.9879



The computed energies, referenced to the most stable structure and given in kJ/mol, are version i 0.0; version ii 162.4; version iii 62.7.



Version i
Here is the molecule C6H14NOP from the OMol25 dataset. Energies are from ωB97M-V/def2-TZVPD.

Calculated values
- E_HOMO (eV) = -8.93
- molecular weight (g mol⁻¹) = 147.2
- SMILES = CCCPCCC(N)=O
- frontier orbital gap (eV) = 9.8

CARTESIAN COORDINATES (ANGSTROEM)
C1 -2.1566 -0.0472 -1.5370
C2 -0.6287 0.0106 -1.5979
C3 0.0366 -1.3738 -1.5856
P1 1.6383 -1.5029 -0.6501
C4 1.0212 -1.1566 1.0756
C5 1.3387 0.2319 1.7024
C6 0.0739 1.0339 1.9969
N1 -0.0066 2.4026 1.5540
O1 -0.8336 0.5459 2.6240
H1 -2.4782 -0.5100 -0.5967
H2 -2.5676 -0.6226 -2.3727
H3 -2.5851 0.9620 -1.5598
H4 -0.2598 0.5915 -0.7452
H5 -0.3056 0.5449 -2.4997
H6 0.2438 -1.7180 -2.6041
H7 -0.6216 -2.1102 -1.1093
H8 2.1177 -0.2069 -0.9605
H9 -0.0640 -1.3054 1.0737
H10 1.4322 -1.9443 1.7106
H11 1.8050 0.0644 2.6817
H12 2.0288 0.8093 1.0851
H13 0.8656 2.8765 1.7724
H14 -0.0945 2.4246 0.5422



Version ii
Here is C6H14NOP as an isolated structure from the OMol25 dataset. Energies are from ωB97M-V/def2-TZVPD.

Calculated values
- E_HOMO (eV) = -8.95
- molecular weight (g mol⁻¹) = 147.2
- frontier orbital gap (eV) = 8.5

CARTESIAN COORDINATES (ANGSTROEM)
C1 -1.1270 -0.0307 -0.9142
C2 -2.3565 0.0765 -0.0494
C3 1.2601 -0.1515 -0.3799
C4 -3.1926 1.0473 -0.3845
C5 1.4879 0.2672 -1.8591
C6 2.0178 0.6362 0.6459
N1 1.4409 -1.5974 -0.2206
O1 -0.0904 0.1798 -0.0495
P1 0.3774 -2.6145 0.4316
H1 -1.1523 -0.9725 -1.3680
H2 -1.3481 0.7899 -1.6310
H3 -2.5012 -0.7316 0.7184
H4 -2.9451 1.7438 -1.1881
H5 -4.0821 1.2590 0.2015
H6 -0.0309 -0.1704 5.0572
H7 1.1060 1.2720 -2.1534
H8 0.9267 -0.4541 -2.5367
H9 2.4919 0.1784 -2.0558
H10 1.3912 1.4408 1.0417
H11 2.7855 1.2867 0.1936
H12 2.5359 0.0568 1.4082
H13 -0.4085 0.1702 4.4700
H14 1.4135 -3.6821 0.6221



The computed energies, referenced to the most stable structure and given in kJ/mol, are version i 0.0; version ii 337.7.



Version i
Here is a 2-piece molecular cluster, C14H16O overall from the OMol25 dataset. Energies are from ωB97M-V/def2-TZVPD.

Calculated values
- E_HOMO (eV) = -8.21
- molecular weight (g mol⁻¹) = 200.3
- SMILES = Cc1ccc(O)cc1.Cc1ccccc1
- frontier orbital gap (eV) = 9.0

CARTESIAN COORDINATES (ANGSTROEM)
C1 0.9317 -3.4072 -1.6209
C2 -0.4545 -1.7805 -0.2350
C3 0.7503 -2.4220 -0.4998
C4 -0.6368 -1.0772 0.9606
C5 0.3290 -1.1494 1.9202
C6 1.8730 -2.2611 0.3706
C7 1.6028 -1.6313 1.5900
H1 -1.2317 -1.7731 -0.9921
H2 -1.5535 -0.4909 0.9917
H3 1.7157 -4.1474 -1.6865
H4 1.0080 -2.8297 -2.5730
H5 0.1539 -0.7434 2.9276
H6 2.8486 -2.3820 -0.0437
H7 2.3932 -1.4948 2.3211
H8 -0.0484 -3.8687 -1.7852
C8 -2.1521 2.6582 1.6142
C9 0.1733 2.4923 0.7680
C10 -1.1674 2.2215 0.6309
C11 1.1146 2.1188 -0.2172
C12 0.6109 1.4672 -1.3247
C13 -1.5958 1.4132 -0.4830
C14 -0.7380 1.1503 -1.5144
O1 1.5101 1.2151 -2.3418
H9 0.5939 3.1301 1.5240
H10 2.1384 2.4715 -0.2394
H11 -3.0058 1.9658 1.7668
H12 -2.7105 3.5966 1.3417
H13 -2.6269 1.1567 -0.3493
H14 1.0705 0.5818 -2.9076
H15 -1.0445 0.8272 -2.5001
H16 -1.8518 2.9928 2.5862



Version ii
Here is a 2-piece molecular cluster, C14H16O overall from the OMol25 dataset. Energies are from ωB97M-V/def2-TZVPD.

Calculated values
- E_HOMO (eV) = -8.35
- molecular weight (g mol⁻¹) = 200.3
- SMILES = Cc1ccc(O)cc1.Cc1ccccc1
- frontier orbital gap (eV) = 9.2

CARTESIAN COORDINATES (ANGSTROEM)
C1 -1.0156 -3.0556 0.5183
C2 2.6662 -2.2008 0.8362
C3 1.4908 -2.8598 0.5540
C4 2.5978 -1.1345 1.7418
C5 0.2469 -2.4047 1.0217
C6 1.3968 -0.6927 2.2363
C7 0.1902 -1.2188 1.7335
H1 3.6520 -2.4934 0.5051
H2 1.4153 -3.7276 -0.0913
H3 3.5388 -0.7420 2.0875
H4 1.2800 -0.0236 3.0774
H5 -0.8126 -3.7019 -0.3432
H6 -1.6819 -2.2685 0.1703
H7 -0.7309 -0.6767 1.9109
H8 -1.5247 -3.7472 1.1920
C8 -0.8355 1.4547 -3.4850
C9 0.2772 1.7527 0.1502
C10 0.3209 1.4570 -1.2222
C11 -0.8163 2.3745 0.6783
C12 -0.8421 1.5488 -1.9634
C13 -1.9747 2.5800 -0.0824
C14 -1.9750 2.1781 -1.3987
O1 -0.8199 2.9065 1.9544
H9 1.1461 1.5017 0.7226
H10 1.1029 0.8665 -1.6676
H11 -0.1615 2.4451 2.4894
H12 -2.7839 3.1999 0.2631
H13 -1.7688 1.0992 -3.8608
H14 -0.0105 0.8442 -3.8323
H15 -2.8492 2.2683 -2.0321
H16 -0.7189 2.4704 -3.8643



Version iii
Here is a 2-piece molecular cluster, C14H16O overall from the OMol25 dataset. Energies are from ωB97M-V/def2-TZVPD.

Calculated values
- E_HOMO (eV) = -8.25
- molecular weight (g mol⁻¹) = 200.3
- SMILES = Cc1ccc(O)cc1.Cc1ccccc1
- frontier orbital gap (eV) = 9.1

CARTESIAN COORDINATES (ANGSTROEM)
C1 -4.2366 0.7748 -0.9049
C2 -2.2667 0.2159 0.5290
C3 -3.4005 0.9638 0.3291
C4 -1.5033 0.3362 1.7016
C5 -3.8302 1.8508 1.3184
C6 -1.9076 1.2564 2.6646
C7 -3.0791 1.9942 2.4771
H1 -1.9982 -0.5020 -0.1436
H2 -0.6597 -0.2464 1.8565
H3 -5.2677 0.7581 -0.6589
H4 -3.9939 -0.2483 -1.2824
H5 -4.7520 2.4882 1.2305
H6 -1.3439 1.3434 3.5881
H7 -3.4182 2.6688 3.2724
H8 -4.0795 1.5215 -1.6464
C8 3.7638 -1.1533 -3.1939
C9 1.3923 -0.7026 -0.2428
C10 1.8749 -0.8182 -1.5413
C11 2.2808 -0.7736 0.8337
C12 3.2396 -1.0140 -1.7932
C13 3.6587 -0.9793 0.6269
C14 4.1292 -1.0753 -0.7131
O1 1.7976 -0.6871 2.1012
H9 0.3168 -0.5816 -0.0499
H10 1.2092 -0.7367 -2.3564
H11 0.8321 -0.6141 2.1106
H12 4.3581 -1.0544 1.4116
H13 3.0701 -1.8160 -3.7632
H14 4.8057 -1.6198 -3.1635
H15 5.2079 -1.3209 -0.8296
H16 3.8004 -0.2287 -3.7681



The computed energies, referenced to the most stable structure and given in kJ/mol, are version i 69.5; version ii 12.1; version iii 0.0.